#w
{"formula": "C11H44O11", "method": "the ωB97M-V functional and the def2-TZVPD basis", "elements": ["C", "O", "H", "H", "H", "H", "C", "O", "H", "H", "H", "H", "C", "O", "H", "H", "H", "H", "C", "O", "H", "H", "H", "H", "C", "O", "H", "H", "H", "H", "C", "O", "H", "H", "H", "H", "C", "O", "H", "H", "H", "H", "C", "O", "H", "H", "H", "H", "C", "O", "H", "H", "H", "H", "C", "O", "H", "H", "H", "H", "C", "O", "H", "H", "H", "H"], "positions_angstrom": [[-8.731, -2.860, -1.367], [-7.473, -2.111, -1.198], [-8.838, -3.604, -0.578], [-9.551, -2.142, -1.356], [-8.761, -3.425, -2.299], [-6.760, -2.643, -1.559], [-0.026, 0.226, 0.427], [-0.091, -0.147, 1.805], [-0.006, 1.304, 0.265], [0.903, -0.166, 0.012], [-0.852, -0.160, -0.170], [0.178, 0.657, 2.255], [-3.505, -4.699, -6.192], [-3.074, -4.002, -5.032], [-4.500, -5.088, -5.977], [-3.628, -3.952, -6.976], [-2.854, -5.524, -6.479], [-2.188, -3.686, -5.220], [-1.534, 6.699, 1.370], [-1.930, 6.444, 2.738], [-1.802, 5.794, 0.824], [-2.117, 7.480, 0.883], [-0.498, 7.026, 1.286], [-2.837, 6.128, 2.743], [-0.501, -0.876, 8.298], [-1.449, -1.561, 7.540], [0.518, -0.847, 7.913], [-0.885, 0.144, 8.288], [-0.540, -1.218, 9.332], [-1.307, -1.526, 6.592], [2.709, -5.053, 5.079], [2.822, -4.251, 3.907], [3.297, -5.970, 5.033], [2.903, -4.439, 5.959], [1.668, -5.362, 5.168], [2.148, -3.566, 3.893], [1.276, -0.286, -6.990], [1.393, -1.270, -6.004], [0.531, 0.475, -6.758], [2.176, 0.322, -7.082], [1.076, -0.775, -7.943], [2.307, -1.229, -5.712], [3.001, 4.143, 6.510], [2.032, 3.725, 5.538], [3.359, 5.166, 6.395], [2.598, 4.082, 7.521], [3.872, 3.490, 6.443], [1.343, 4.377, 5.393], [-4.946, 2.231, -5.330], [-6.138, 2.239, -4.562], [-5.084, 2.983, -6.108], [-4.116, 2.482, -4.671], [-4.762, 1.295, -5.858], [-5.914, 1.591, -3.890], [7.942, -5.330, 0.247], [6.769, -4.618, -0.103], [8.266, -5.049, 1.249], [7.758, -6.402, 0.171], [8.795, -5.044, -0.369], [6.189, -4.528, 0.657], [4.933, 5.149, -2.734], [4.570, 6.491, -2.968], [5.490, 4.716, -3.565], [5.517, 4.945, -1.836], [3.997, 4.599, -2.636], [4.860, 7.005, -2.211]], "nbo_charge": [-0.253, -0.732, 0.167, 0.186, 0.167, 0.465, -0.254, -0.719, 0.164, 0.165, 0.178, 0.467, -0.250, -0.722, 0.179, 0.163, 0.166, 0.464, -0.251, -0.731, 0.166, 0.162, 0.189, 0.466, -0.244, -0.732, 0.164, 0.160, 0.180, 0.472, -0.246, -0.734, 0.186, 0.163, 0.161, 0.470, -0.249, -0.719, 0.167, 0.163, 0.168, 0.469, -0.247, -0.734, 0.164, 0.162, 0.183, 0.472, -0.253, -0.708, 0.179, 0.161, 0.161, 0.459, -0.246, -0.730, 0.162, 0.164, 0.178, 0.471, -0.251, -0.719, 0.170, 0.168, 0.165, 0.468], "lumo_ev": 0.18, "homo_ha": -0.3723, "smiles": "CO.CO.CO.CO.CO.CO.CO.CO.CO.CO.CO", "gap_ev": 10.32}


#x
{"formula": "C11H44O11", "method": "the ωB97M-V functional and the def2-TZVPD basis", "elements": ["C", "O", "H", "H", "H", "H", "C", "O", "H", "H", "H", "H", "C", "O", "H", "H", "H", "H", "C", "O", "H", "H", "H", "H", "C", "O", "H", "H", "H", "H", "C", "O", "H", "H", "H", "H", "C", "O", "H", "H", "H", "H", "C", "O", "H", "H", "H", "H", "C", "O", "H", "H", "H", "H", "C", "O", "H", "H", "H", "H", "C", "O", "H", "H", "H", "H"], "positions_angstrom": [[-9.278, 10.021, -6.394], [-10.448, 9.261, -6.564], [-8.594, 9.766, -7.204], [-9.514, 11.080, -6.500], [-8.808, 9.800, -5.436], [-10.162, 8.413, -6.909], [-6.801, 12.400, -6.005], [-6.156, 13.631, -6.116], [-6.860, 11.903, -6.973], [-6.395, 11.654, -5.322], [-7.812, 12.586, -5.641], [-6.734, 14.258, -6.557], [-9.670, 11.197, -9.646], [-9.006, 11.912, -10.706], [-10.117, 10.284, -10.040], [-8.889, 10.971, -8.920], [-10.400, 11.743, -9.048], [-9.659, 12.276, -11.308], [-12.971, 14.113, -8.952], [-13.896, 14.766, -8.155], [-13.062, 13.029, -8.886], [-13.194, 14.324, -9.998], [-11.950, 14.407, -8.710], [-14.758, 14.727, -8.575], [-7.385, 12.402, -14.516], [-7.362, 11.144, -15.149], [-7.835, 13.161, -15.155], [-8.039, 12.378, -13.644], [-6.368, 12.738, -14.309], [-8.282, 10.983, -15.369], [-8.954, 14.696, -7.829], [-7.973, 15.409, -7.117], [-9.917, 14.794, -7.329], [-9.108, 15.147, -8.809], [-8.687, 13.659, -8.033], [-8.312, 16.306, -7.151], [-10.883, 14.205, -12.818], [-11.122, 13.131, -11.892], [-11.253, 13.995, -13.822], [-11.390, 15.117, -12.504], [-9.803, 14.300, -12.930], [-12.031, 12.858, -12.030], [-11.792, 12.376, -5.771], [-11.938, 11.463, -6.894], [-11.287, 11.986, -4.888], [-11.103, 13.169, -6.061], [-12.753, 12.772, -5.440], [-11.470, 10.653, -6.675], [-5.920, 13.241, -9.775], [-6.408, 11.938, -9.701], [-5.384, 13.551, -8.879], [-5.287, 13.350, -10.655], [-6.764, 13.898, -9.984], [-7.241, 11.772, -10.148], [-11.849, 7.805, -11.091], [-13.023, 7.062, -11.309], [-11.363, 7.955, -12.055], [-12.103, 8.802, -10.731], [-11.127, 7.321, -10.433], [-13.651, 7.659, -11.722], [-10.860, 11.163, -14.540], [-10.048, 10.743, -15.675], [-11.854, 11.421, -14.905], [-10.858, 10.316, -13.855], [-10.356, 12.025, -14.102], [-10.209, 11.288, -16.448]], "nbo_charge": [-0.262, -0.744, 0.175, 0.188, 0.175, 0.487, -0.251, -0.745, 0.167, 0.176, 0.143, 0.494, -0.271, -0.777, 0.164, 0.184, 0.190, 0.501, -0.237, -0.719, 0.173, 0.139, 0.177, 0.465, -0.245, -0.736, 0.139, 0.148, 0.189, 0.483, -0.261, -0.732, 0.165, 0.164, 0.199, 0.481, -0.263, -0.744, 0.168, 0.182, 0.197, 0.480, -0.266, -0.761, 0.170, 0.160, 0.186, 0.494, -0.241, -0.767, 0.189, 0.153, 0.152, 0.501, -0.245, -0.715, 0.156, 0.158, 0.185, 0.462, -0.253, -0.747, 0.172, 0.198, 0.174, 0.476], "lumo_ev": -0.10, "homo_ha": -0.3432, "smiles": "CO.CO.CO.CO.CO.CO.CO.CO.CO.CO.CO", "gap_ev": 9.24}


How do the energies compare? Relative to the most stable structure, in hartree: #w 0.0452; #x 0.0000.


#w
{"formula": "C8H16O", "method": "the ωB97M-V functional and the def2-TZVPD basis", "elements": ["O", "C", "C", "C", "H", "H", "H", "H", "H", "H", "C", "C", "C", "C", "C", "H", "H", "H", "H", "H", "H", "H", "H", "H", "H"], "positions_angstrom": [[1.782, 3.458, 1.495], [2.260, 2.455, 1.999], [1.751, 1.897, 3.308], [3.396, 1.699, 1.349], [0.931, 2.522, 3.700], [2.562, 1.873, 4.055], [1.374, 0.871, 3.165], [4.273, 1.678, 2.018], [3.092, 0.660, 1.136], [3.688, 2.182, 0.402], [0.311, -0.299, 0.818], [0.050, 0.870, 0.209], [1.336, -1.332, 0.445], [-1.027, 1.787, 0.732], [0.763, 1.389, -1.012], [-0.296, -0.539, 1.701], [1.913, -1.036, -0.447], [0.833, -2.292, 0.236], [2.036, -1.477, 1.285], [-0.592, 2.763, 1.005], [-1.795, 1.949, -0.043], [-1.512, 1.356, 1.624], [1.236, 2.356, -0.773], [1.542, 0.696, -1.373], [0.030, 1.547, -1.821]], "nbo_charge": [-0.560, 0.611, -0.730, -0.731, 0.236, 0.229, 0.239, 0.232, 0.237, 0.235, -0.224, 0.037, -0.648, -0.648, -0.664, 0.191, 0.210, 0.222, 0.209, 0.234, 0.212, 0.209, 0.236, 0.207, 0.218], "lumo_ev": 0.90, "homo_ha": -0.3271, "smiles": "CC=C(C)C.CC(C)=O", "gap_ev": 9.80}


#x
{"formula": "C8H16O", "method": "the ωB97M-V functional and the def2-TZVPD basis", "elements": ["C", "C", "C", "C", "C", "C", "C", "C", "O", "H", "H", "H", "H", "H", "H", "H", "H", "H", "H", "H", "H", "H", "H", "H", "H"], "positions_angstrom": [[0.987, 1.386, -0.221], [-0.251, -0.630, 0.826], [0.035, 2.516, -0.450], [1.810, 0.903, -1.365], [-2.159, -2.344, 1.128], [0.935, -1.516, 1.055], [-0.907, -0.531, -0.311], [-1.541, -0.469, -1.440], [1.792, 1.541, 0.908], [1.288, 1.983, 1.602], [-0.591, -0.024, 1.659], [-0.597, 2.335, -1.318], [0.580, 3.461, -0.620], [-0.625, 2.671, 0.410], [1.186, 0.672, -2.227], [2.372, 0.007, -1.094], [2.545, 1.667, -1.671], [0.739, -2.182, 1.897], [-3.124, -1.896, 0.921], [-1.912, -2.445, 2.179], [-1.885, -3.188, 0.504], [1.804, -0.900, 1.297], [1.153, -2.120, 0.176], [-1.258, 0.236, -2.212], [-2.377, -1.132, -1.634]], "nbo_charge": [0.336, -0.212, -0.699, -0.690, -0.602, -0.645, 0.152, -0.509, -0.730, 0.471, 0.222, 0.222, 0.205, 0.206, 0.214, 0.221, 0.205, 0.221, 0.170, 0.167, 0.170, 0.239, 0.219, 0.218, 0.227], "lumo_ev": [0.75, 0.80], "homo_ha": [-0.2647, -0.2314], "gap_ev": [7.95, 7.09]}


How do the energies compare? Relative to the most stable structure, in hartree: #w 0.0000; #x 0.2123.


#w
{"formula": "C8H16O", "method": "the ωB97M-V functional and the def2-TZVPD basis", "elements": ["C", "C", "C", "C", "C", "C", "C", "C", "O", "H", "H", "H", "H", "H", "H", "H", "H", "H", "H", "H", "H", "H", "H", "H", "H"], "positions_angstrom": [[0.729, 0.705, 0.265], [0.048, -0.533, -0.195], [1.150, 0.822, 1.698], [1.428, 1.629, -0.680], [0.051, -0.729, -1.711], [0.505, -1.825, 0.485], [-1.474, -0.198, 0.317], [-2.625, -0.570, -0.359], [-1.118, 1.377, 0.198], [-1.693, 1.939, 0.754], [-1.510, -0.401, 1.387], [0.450, 0.342, 2.380], [1.265, 1.867, 1.989], [2.124, 0.334, 1.832], [0.894, 1.739, -1.619], [1.574, 2.616, -0.238], [2.421, 1.219, -0.907], [0.536, -1.747, 1.571], [1.064, -0.882, -2.090], [-0.394, 0.117, -2.234], [-0.545, -1.609, -1.954], [-0.209, -2.614, 0.232], [1.494, -2.132, 0.135], [-3.431, -1.062, 0.165], [-2.735, -0.407, -1.422]], "nbo_charge": [0.493, -0.223, -0.699, -0.693, -0.614, -0.602, 0.046, -0.702, -0.764, 0.488, 0.180, 0.232, 0.226, 0.239, 0.246, 0.223, 0.233, 0.205, 0.202, 0.218, 0.234, 0.233, 0.206, 0.204, 0.189], "lumo_ev": 0.50, "homo_ha": -0.2314, "gap_ev": 6.80}


#x
{"formula": "C8H16O", "method": "the ωB97M-V functional and the def2-TZVPD basis", "elements": ["C", "C", "C", "C", "H", "H", "H", "H", "H", "H", "H", "H", "H", "H", "C", "C", "C", "C", "O", "H", "H", "H", "H", "H", "H"], "positions_angstrom": [[1.117, 0.028, 0.176], [1.684, 1.044, 1.156], [1.550, 0.345, -1.254], [1.502, -1.387, 0.593], [-0.100, -0.198, -0.060], [1.446, 2.068, 0.869], [1.013, -0.301, -1.949], [1.302, 1.373, -1.522], [2.584, -1.519, 0.552], [1.130, -1.587, 1.597], [1.327, 0.856, 2.168], [2.773, 0.968, 1.167], [2.629, 0.219, -1.360], [1.010, -2.112, -0.057], [-1.835, 1.741, -0.033], [-1.592, 0.345, 0.480], [-1.806, -0.724, -0.761], [-2.098, -1.981, -0.461], [-1.804, -0.034, 1.613], [-1.850, -0.337, -1.771], [-2.841, 1.809, -0.447], [-1.732, 2.454, 0.782], [-1.134, 1.975, -0.832], [-2.055, -2.301, 0.572], [-2.219, -2.745, -1.217]], "nbo_charge": [-0.190, -0.622, -0.616, -0.618, 0.239, 0.207, 0.206, 0.202, 0.204, 0.216, 0.221, 0.214, 0.204, 0.209, -0.715, 0.549, -0.325, -0.350, -0.565, 0.209, 0.245, 0.234, 0.223, 0.216, 0.202], "lumo_ev": 0.63, "homo_ha": -0.3466, "smiles": "C=CC(C)=O.CC(C)C", "gap_ev": 10.06}


#y
{"formula": "C8H16O", "method": "the ωB97M-V functional and the def2-TZVPD basis", "elements": ["C", "C", "C", "C", "C", "C", "C", "C", "H", "H", "H", "H", "H", "H", "H", "H", "H", "H", "H", "H", "H", "H", "H", "H", "O"], "positions_angstrom": [[2.038, -1.839, 0.905], [1.104, -0.698, 1.217], [-0.369, -0.903, 0.830], [-1.413, -0.964, 1.649], [-0.494, -1.249, -0.646], [0.101, -0.063, -1.592], [-0.173, 1.254, -1.403], [0.226, 2.373, -2.365], [3.046, -1.844, 1.320], [1.793, -2.848, 1.188], [2.532, -1.817, -0.163], [1.575, 0.231, 0.817], [1.148, -0.736, 2.360], [-2.452, -1.313, 1.415], [-1.364, -0.927, 2.719], [-1.527, -1.503, -1.128], [0.174, -2.156, -0.807], [0.770, -0.340, -2.407], [-0.742, 1.605, -0.558], [1.216, 2.665, -1.873], [0.450, 2.226, -3.393], [-0.475, 3.218, -2.383], [-1.719, 1.783, 1.862], [-3.174, 1.864, 1.344], [-2.272, 1.980, 1.092]], "nbo_charge": [-0.633, -0.457, 0.032, -0.419, -0.473, -0.208, -0.193, -0.651, 0.225, 0.216, 0.201, 0.235, 0.210, 0.203, 0.188, 0.230, 0.223, 0.192, 0.224, 0.214, 0.215, 0.218, 0.478, 0.472, -0.943], "lumo_ev": 0.81, "homo_ha": -0.3207, "smiles": "C=C(CC)C/C=C/C.O", "gap_ev": 9.54}


How do the energies compare? Relative to the most stable structure, in hartree: #w 0.0624; #x 0.0000; #y 0.0185.


#w
{"formula": "C3H14O4", "method": "the ωB97M-V functional and the def2-TZVPD basis", "elements": ["C", "C", "C", "O", "H", "H", "H", "H", "H", "H", "H", "H", "H", "H", "O", "H", "H", "O", "H", "H", "O"], "positions_angstrom": [[0.330, -1.176, -2.176], [1.536, -0.369, -2.507], [2.363, -0.053, -1.320], [1.096, 0.835, -3.167], [-0.428, -1.008, -3.031], [-0.072, -0.718, -1.244], [0.602, -2.280, -2.000], [2.188, -0.827, -3.177], [2.906, -0.907, -0.909], [1.912, 0.378, -0.425], [3.042, 0.706, -1.596], [1.904, 1.138, -3.497], [-2.257, -3.796, 0.302], [-3.316, -3.089, 0.783], [-2.878, -3.846, 1.025], [-1.277, 4.796, 2.166], [-2.677, 4.235, 2.238], [-1.734, 4.068, 2.534], [-0.759, 0.658, 4.462], [0.641, 0.289, 5.016], [0.044, 0.195, 4.225]], "nbo_charge": [-0.628, 0.071, -0.632, -0.711, 0.229, 0.213, 0.215, 0.154, 0.213, 0.216, 0.203, 0.455, 0.458, 0.454, -0.911, 0.465, 0.467, -0.932, 0.471, 0.469, -0.940], "lumo_ev": 0.74, "homo_ha": -0.3816, "smiles": "CC(C)O.O.O.O", "gap_ev": 11.12}


#x
{"formula": "C3H14O4", "method": "the ωB97M-V functional and the def2-TZVPD basis", "elements": ["C", "C", "C", "H", "H", "H", "H", "H", "H", "H", "H", "O", "H", "H", "O", "H", "H", "O", "H", "H", "O"], "positions_angstrom": [[-0.805, 2.071, -0.434], [-1.295, 0.678, -0.180], [-2.415, 0.169, -0.733], [0.149, 2.075, -0.978], [-1.426, 2.594, -1.171], [-0.776, 2.625, 0.501], [-0.566, -0.095, 0.092], [-3.084, -0.499, -0.204], [-2.665, 0.611, -1.701], [-0.813, -1.662, -3.764], [-1.622, -2.414, -2.893], [-1.733, -1.976, -3.751], [2.086, 2.054, 1.630], [3.134, 0.980, 1.537], [2.756, 1.719, 1.033], [2.509, -2.847, 1.331], [2.109, -1.433, 1.511], [1.871, -2.212, 0.970], [0.075, 0.616, 3.137], [0.453, 0.267, 1.755], [0.551, -0.079, 2.656]], "nbo_charge": [-0.669, -0.204, -0.393, 0.224, 0.218, 0.218, 0.201, 0.211, 0.195, 0.461, 0.463, -0.923, 0.464, 0.468, -0.931, 0.465, 0.468, -0.933, 0.470, 0.471, -0.944], "lumo_ev": 0.33, "homo_ha": -0.3255, "smiles": "C=CC.O.O.O.O", "gap_ev": 9.19}


#y
{"formula": "C3H14O4", "method": "the ωB97M-V functional and the def2-TZVPD basis", "elements": ["C", "O", "C", "C", "H", "H", "H", "H", "H", "H", "H", "H", "H", "H", "O", "H", "H", "O", "H", "H", "O"], "positions_angstrom": [[-0.218, -0.065, -0.414], [0.754, 0.955, -0.545], [-1.644, 0.418, -0.584], [-2.691, -0.606, -0.173], [-0.094, -0.553, 0.562], [0.038, -0.817, -1.171], [0.783, 1.475, 0.269], [-1.758, 0.763, -1.620], [-1.759, 1.314, 0.019], [-2.421, -1.628, -0.436], [-3.664, -0.391, -0.598], [-2.817, -0.589, 0.906], [2.442, -1.065, 0.877], [1.379, -1.991, 1.470], [2.057, -1.350, 1.723], [2.135, -0.354, -2.879], [1.926, 1.020, -2.240], [2.421, 0.568, -2.939], [1.074, 1.500, 3.167], [1.282, 0.282, 2.270], [0.775, 1.113, 2.337]], "nbo_charge": [-0.050, -0.766, -0.428, -0.611, 0.152, 0.160, 0.504, 0.204, 0.206, 0.200, 0.217, 0.208, 0.489, 0.481, -0.948, 0.458, 0.493, -0.956, 0.477, 0.499, -0.987], "lumo_ev": 0.42, "homo_ha": -0.3858, "smiles": "CCCO.O.O.O", "gap_ev": 10.92}


How do the energies compare? Relative to the most stable structure, in hartree: #w 0.0494; #x 0.0929; #y 0.0000.